Entry 1:
DFT (the ωB97M-V functional and the def2-TZVPD basis) results for a gas-phase ion, C7H9N2 (charge +1) in a non-equilibrium geometry.

As for the energy: -10376.15514 eV. The total charge is +1.

Structure (XYZ):
```
18
Properties=species:S:1:pos:R:3:mulliken_charge:R:1
N -0.62843 -0.49425 -0.10494 -0.05
N -0.63068 1.59368 0.49495 -0.02
C 1.70690 0.40448 0.12727 0.00
C -1.93693 -0.06925 -0.13124 0.51
C 4.15344 -0.24889 -0.35366 -1.05
C 0.10272 0.55665 0.31747 0.15
C -1.97086 1.26877 0.24813 -0.33
C 2.77498 0.01701 -0.22755 0.16
C -3.11702 -0.79966 -0.59109 -1.27
H -3.56038 -1.38702 0.14556 0.34
H 4.67495 0.64796 0.14276 0.27
H 4.59368 -0.42217 -1.34416 0.33
H 4.12574 -1.14449 0.32517 0.26
H -3.86528 -0.12862 -0.95505 0.35
H -2.62964 2.04606 0.59945 0.38
H -2.88238 -1.42904 -1.43377 0.38
H -0.30104 2.48611 0.93099 0.31
H -0.26777 -1.44458 -0.07209 0.30
```

Entry 2:
DFT (the ωB97M-V functional and the def2-TZVPD basis) results for a molecular structure, C7H9N2O in a non-equilibrium geometry.

As for the energy: -12421.18503 eV. The total charge is +1.

Structure (XYZ):
```
19
Properties=species:S:1:pos:R:3:mulliken_charge:R:1
O -0.83867 -1.76522 1.09593 -0.42
N 0.52433 1.68966 0.39476 -0.33
N -1.73079 1.31991 -0.24433 -0.39
C -1.90814 0.01386 -0.00910 0.71
C -0.76999 -0.65988 0.67000 0.11
C 0.51421 0.25289 0.76297 0.42
C -0.63846 1.79086 0.15384 0.52
C -3.08196 -0.71279 -0.53065 -1.06
C 2.89260 0.46183 -0.08461 -1.23
C 1.53996 -0.32734 -0.20821 -0.65
H 1.73479 -1.43143 0.05053 0.35
H 1.00274 0.28231 1.81141 0.44
H 3.42671 0.55169 0.77109 0.43
H -3.48950 -0.14558 -1.36051 0.38
H -2.66484 -1.71335 -0.69001 0.34
H -3.99512 -0.75214 0.05721 0.33
H 3.54449 -0.01375 -0.89903 0.33
H 1.18362 -0.28615 -1.20603 0.36
H 2.75401 1.44462 -0.53525 0.37
```

Entry 3:
DFT (the ωB97M-V functional and the def2-TZVPD basis) results for a gas-phase ion, C7H9N2O2 (charge -1) in a non-equilibrium geometry.

As for the energy: -14479.77916 eV. The total charge is -1.

Structure (XYZ):
```
20
Properties=species:S:1:pos:R:3:mulliken_charge:R:1
O 0.27961 2.55659 -0.48405 -0.78
O -1.21516 -1.05548 -3.07811 -0.79
N -0.05626 0.31080 -0.10913 0.30
N -0.31004 -0.79466 -0.92448 -0.07
C 0.63019 1.51042 2.04869 -1.12
C -0.52958 1.06048 -2.24660 -1.19
C 1.48084 -0.87655 1.39955 -0.74
C 0.75944 0.19989 1.16657 0.41
C -0.74017 -0.31982 -2.15746 0.58
C -1.01189 -1.94917 -0.44296 -1.20
C -0.08402 1.44695 -0.93202 0.71
H 0.97254 2.32959 1.40508 0.31
H -1.76256 -2.22178 -1.12890 0.48
H 2.19118 -0.92510 2.31059 0.21
H -1.51277 -1.70901 0.48100 0.35
H -1.08479 1.66138 -2.94318 0.28
H 1.63236 -1.65653 0.66619 0.31
H -0.40865 1.77874 2.30751 0.27
H -0.43421 -2.76046 -0.34004 0.32
H 1.20394 1.41369 3.00177 0.34
```